# 1
Density functional theory data (wB97M-V/def2-TZVPD) for a molecular structure, C17H17N5O14P2Ti.

Total charge: -1
HOMO level (spin up / spin down) (eV): -5.9 / -6.5
Lowest unoccupied orbital energy (spin up / spin down) (eV): 2.2137 / 2.2159
Calculated total energy (a.u.): -3517.992215
Spin multiplicity: 2

Geometry (Å):
Ti  0.37  0.00  -0.04
C  5.39  -0.01  0.74
C  4.20  0.93  0.81
O  4.66  2.21  1.27
P  2.96  0.40  2.04
O  3.66  0.74  3.43
O  2.92  -1.18  2.13
O  1.64  1.03  1.80
P  3.33  1.01  -0.82
O  2.66  2.47  -0.60
O  4.15  0.99  -2.04
O  2.29  -0.10  -0.59
H  5.85  -0.13  1.73
H  6.13  0.40  0.05
H  5.10  -1.00  0.39
H  4.07  2.87  0.87
H  4.12  1.60  3.33
H  2.04  -1.55  1.93
H  2.39  2.86  -1.44
C  -1.68  3.39  0.64
C  -1.67  2.22  1.53
N  -1.05  1.07  1.32
C  -1.31  0.26  2.39
C  -2.10  0.92  3.28
N  -2.32  2.16  2.72
C  -2.69  0.63  4.62
O  -2.50  -0.58  5.10
O  -3.33  1.49  5.18
C  -0.64  -1.08  2.47
O  -0.84  -1.81  3.44
O  0.12  -1.34  1.47
H  -0.69  3.52  0.20
H  -1.95  4.30  1.18
H  -2.38  3.25  -0.19
H  -2.87  2.88  3.16
H  -1.95  -1.14  4.47
N  -2.41  2.14  -5.17
C  -1.88  2.41  -4.18
N  -1.32  2.84  -3.06
C  -0.68  2.06  -2.28
N  -0.03  1.48  -1.49
O  0.11  -3.39  -3.35
C  -1.22  -3.33  -3.20
C  -2.00  -4.16  -4.00
C  -3.37  -4.15  -3.89
C  -4.01  -3.30  -2.98
C  -3.24  -2.47  -2.20
C  -1.85  -2.47  -2.29
C  -1.06  -1.56  -1.44
O  -1.60  -0.73  -0.66
O  0.21  -1.59  -1.48
H  0.51  -2.76  -2.71
H  -1.49  -4.81  -4.70
H  -3.96  -4.80  -4.52
H  -5.09  -3.29  -2.90
H  -3.70  -1.79  -1.49

The molecule's natural (NBO) atomic charges, reported in e, are given here: atom 1 (Ti): 1.58, atom 2 (C): -0.63, atom 3 (C): -0.49, atom 4 (O): -0.75, atom 5 (P): 2.39, atom 6 (O): -0.98, atom 7 (O): -1.00, atom 8 (O): -1.10, atom 9 (P): 2.38, atom 10 (O): -1.02, atom 11 (O): -1.09, atom 12 (O): -1.11, atom 13 (H): 0.21, atom 14 (H): 0.24, atom 15 (H): 0.24, atom 16 (H): 0.50, atom 17 (H): 0.52, atom 18 (H): 0.55, atom 19 (H): 0.52, atom 20 (C): -0.66, atom 21 (C): 0.43, atom 22 (N): -0.48, atom 23 (C): 0.03, atom 24 (C): -0.01, atom 25 (N): -0.48, atom 26 (C): 0.77, atom 27 (O): -0.67, atom 28 (O): -0.62, atom 29 (C): 0.81, atom 30 (O): -0.66, atom 31 (O): -0.76, atom 32 (H): 0.26, atom 33 (H): 0.22, atom 34 (H): 0.25, atom 35 (H): 0.44, atom 36 (H): 0.52, atom 37 (N): -0.47, atom 38 (C): 0.44, atom 39 (N): -0.69, atom 40 (C): 0.63, atom 41 (N): -0.67, atom 42 (O): -0.68, atom 43 (C): 0.45, atom 44 (C): -0.31, atom 45 (C): -0.17, atom 46 (C): -0.27, atom 47 (C): -0.12, atom 48 (C): -0.29, atom 49 (C): 0.79, atom 50 (O): -0.68, atom 51 (O): -0.72, atom 52 (H): 0.52, atom 53 (H): 0.22, atom 54 (H): 0.20, atom 55 (H): 0.21, atom 56 (H): 0.23

# 2
Density functional theory data (wB97M-V/def2-TZVPD) for a molecular structure, C17H17NO4.

HOMO level (eV): -8.0
Lowest unoccupied orbital energy (eV): 0.2329
Calculated total energy (a.u.): -1013.194276
Spin multiplicity: 1

Geometry (Å):
C  3.54  -6.09  1.09
H  3.62  -5.66  2.07
O  2.27  -5.63  0.37
C  2.08  -4.34  0.41
C  1.02  -3.96  -0.14
C  0.46  -2.82  -0.17
C  1.24  -1.83  0.40
C  2.54  -2.04  0.65
C  2.95  -3.40  0.78
H  3.85  -3.51  1.33
H  3.02  -1.42  0.99
O  0.79  -0.59  -0.10
C  1.65  0.74  0.52
C  0.59  1.84  0.14
H  0.51  1.92  -0.95
H  1.25  2.66  0.52
C  -0.57  1.97  1.17
N  -1.49  2.92  0.71
C  -1.65  4.24  1.12
O  -1.08  4.42  2.30
O  -2.38  4.94  0.52
C  -3.01  4.05  -0.45
C  -3.92  4.54  -1.51
C  -4.21  3.54  -2.36
C  -3.44  2.42  -2.74
C  -2.64  2.11  -1.50
C  -2.21  3.06  -0.36
H  -2.21  1.05  -1.62
H  -3.76  1.63  -3.12
H  -4.85  3.94  -3.15
H  -4.32  5.56  -1.57
H  -0.26  2.09  2.01
H  -1.18  0.94  0.89
H  1.78  0.57  1.63
H  2.49  0.65  -0.01
H  -0.69  -2.62  -0.84
H  0.31  -4.84  -0.64
H  4.28  -5.78  0.64
H  3.63  -7.23  0.96

The molecule's natural (NBO) atomic charges, reported in e, are given here: atom 1 (C): -0.23, atom 2 (H): 0.18, atom 3 (O): -0.47, atom 4 (C): 0.23, atom 5 (C): -0.22, atom 6 (C): -0.16, atom 7 (C): 0.25, atom 8 (C): -0.24, atom 9 (C): -0.27, atom 10 (H): 0.21, atom 11 (H): 0.16, atom 12 (O): -0.57, atom 13 (C): -0.04, atom 14 (C): -0.44, atom 15 (H): 0.24, atom 16 (H): 0.21, atom 17 (C): -0.13, atom 18 (N): -0.39, atom 19 (C): 0.86, atom 20 (O): -0.71, atom 21 (O): -0.40, atom 22 (C): 0.24, atom 23 (C): -0.24, atom 24 (C): -0.21, atom 25 (C): -0.20, atom 26 (C): -0.18, atom 27 (C): 0.09, atom 28 (H): 0.21, atom 29 (H): 0.20, atom 30 (H): 0.20, atom 31 (H): 0.25, atom 32 (H): 0.20, atom 33 (H): 0.20, atom 34 (H): 0.19, atom 35 (H): 0.19, atom 36 (H): 0.22, atom 37 (H): 0.20, atom 38 (H): 0.15, atom 39 (H): 0.20

# 3
Density functional theory data (wB97M-V/def2-TZVPD) for a molecular structure, C17H18AgN2O7S3.

Total charge: -1
HOMO level (eV): -4.8
Lowest unoccupied orbital energy (eV): 2.2041
Calculated total energy (a.u.): -2636.338751
Spin multiplicity: 1

Geometry (Å):
Ag  0.17  1.04  -0.10
O  0.18  -0.83  1.77
S  0.49  0.15  2.84
O  -0.21  0.07  4.12
O  0.46  1.56  2.25
C  2.27  -0.37  2.94
C  2.65  -0.75  4.23
C  3.61  -1.71  4.36
C  4.16  -2.39  3.24
C  3.90  -1.89  1.94
C  3.08  -0.71  1.80
S  3.44  0.53  0.51
O  4.49  -0.24  -0.23
O  2.25  0.69  -0.42
O  3.80  1.70  1.24
H  2.23  -0.31  5.12
H  3.99  -1.99  5.36
H  4.90  -3.18  3.30
H  4.37  -2.30  1.00
N  -1.86  -1.45  -0.21
C  -2.93  -0.83  -0.76
C  -3.88  -1.51  -1.49
C  -5.13  -0.94  -1.72
C  -5.38  0.41  -1.37
C  -4.31  1.22  -0.81
C  -4.54  2.54  -0.39
C  -3.36  3.24  0.08
C  -2.11  2.65  0.14
N  -1.94  1.37  -0.18
C  -3.00  0.63  -0.70
H  -1.80  -2.45  -0.23
H  -1.31  -0.96  0.54
H  -3.73  -2.60  -1.49
H  -6.01  -1.52  -2.06
H  -6.43  0.80  -1.57
H  -5.53  2.93  -0.40
H  -3.53  4.25  0.39
H  -1.23  3.16  0.49
C  2.08  -1.30  -2.94
S  0.80  -0.19  -3.51
C  1.84  1.26  -4.02
O  0.02  0.24  -2.29
H  2.36  -1.17  -1.86
H  2.92  -1.00  -3.57
H  1.78  -2.34  -3.14
H  2.33  1.03  -4.96
H  2.57  1.41  -3.19
H  1.08  2.07  -4.05

The molecule's natural (NBO) atomic charges, reported in e, are given here: atom 1 (Ag): 0.88, atom 2 (O): -1.04, atom 3 (S): 2.34, atom 4 (O): -0.95, atom 5 (O): -1.04, atom 6 (C): -0.23, atom 7 (C): -0.23, atom 8 (C): -0.22, atom 9 (C): -0.25, atom 10 (C): -0.19, atom 11 (C): -0.31, atom 12 (S): 2.39, atom 13 (O): -1.02, atom 14 (O): -1.08, atom 15 (O): -0.94, atom 16 (H): 0.24, atom 17 (H): 0.20, atom 18 (H): 0.21, atom 19 (H): 0.25, atom 20 (N): -0.78, atom 21 (C): 0.24, atom 22 (C): -0.32, atom 23 (C): -0.17, atom 24 (C): -0.29, atom 25 (C): -0.07, atom 26 (C): -0.14, atom 27 (C): -0.25, atom 28 (C): 0.05, atom 29 (N): -0.48, atom 30 (C): 0.13, atom 31 (H): 0.39, atom 32 (H): 0.45, atom 33 (H): 0.20, atom 34 (H): 0.21, atom 35 (H): 0.20, atom 36 (H): 0.21, atom 37 (H): 0.21, atom 38 (H): 0.22, atom 39 (C): -0.85, atom 40 (S): 1.21, atom 41 (C): -0.81, atom 42 (O): -1.01, atom 43 (H): 0.31, atom 44 (H): 0.22, atom 45 (H): 0.22, atom 46 (H): 0.22, atom 47 (H): 0.26, atom 48 (H): 0.24

# 4
Density functional theory data (wB97M-V/def2-TZVPD) for a molecular structure, C17H18BHfN7O2S2.

Total charge: +2
HOMO level (eV): -15.2
Lowest unoccupied orbital energy (eV): -9.7040
Calculated total energy (a.u.): -2061.077691
Spin multiplicity: 1

Geometry (Å):
H  -0.11  2.93  0.69
N  0.27  1.72  -1.01
B  0.76  0.88  -3.37
N  0.71  2.01  -2.29
C  0.89  3.34  -2.42
Hf  -0.35  -0.45  -0.40
H  1.22  3.75  -3.37
C  0.59  3.94  -1.20
H  0.64  4.98  -0.95
C  0.21  2.89  -0.34
H  1.07  1.32  -4.44
C  -1.56  -2.02  0.23
H  -1.93  -2.16  1.24
H  -0.51  -2.44  0.19
H  -2.19  -2.53  -0.50
N  -0.66  0.25  -3.38
N  1.70  -0.30  -2.94
N  -1.24  -0.28  -2.21
N  1.38  -1.07  -1.84
C  -1.48  0.05  -4.42
C  2.76  -0.82  -3.58
H  -1.18  0.38  -5.41
H  3.14  -0.35  -4.48
C  -2.64  -0.59  -3.96
C  3.16  -1.97  -2.89
C  -2.47  -0.77  -2.59
C  2.27  -2.10  -1.82
H  -3.49  -0.89  -4.56
H  3.98  -2.62  -3.13
H  -3.12  -1.23  -1.87
H  2.26  -2.84  -1.03
H  -1.91  -0.56  0.06
O  -2.82  0.49  2.66
S  -1.52  1.09  2.83
O  -1.38  2.53  2.79
N  -0.46  0.39  1.71
C  0.59  -0.25  2.29
S  1.67  -1.03  1.27
C  0.51  -0.31  3.72
C  1.24  -1.12  4.60
C  0.85  -1.20  5.93
C  -0.27  -0.49  6.39
C  -1.03  0.30  5.51
C  -0.63  0.37  4.18
H  2.10  -1.67  4.20
H  1.41  -1.83  6.63
H  -0.56  -0.55  7.44
H  -1.91  0.85  5.83

The molecule's natural (NBO) atomic charges, reported in e, are given here: atom 1 (H): 0.26, atom 2 (N): -0.45, atom 3 (B): 0.53, atom 4 (N): -0.31, atom 5 (C): 0.07, atom 6 (Hf): 2.01, atom 7 (H): 0.25, atom 8 (C): -0.31, atom 9 (H): 0.27, atom 10 (C): 0.04, atom 11 (H): 0.01, atom 12 (C): -0.81, atom 13 (H): 0.34, atom 14 (H): 0.29, atom 15 (H): 0.32, atom 16 (N): -0.27, atom 17 (N): -0.31, atom 18 (N): -0.54, atom 19 (N): -0.45, atom 20 (C): 0.11, atom 21 (C): 0.06, atom 22 (H): 0.27, atom 23 (H): 0.26, atom 24 (C): -0.30, atom 25 (C): -0.31, atom 26 (C): 0.03, atom 27 (C): 0.02, atom 28 (H): 0.28, atom 29 (H): 0.27, atom 30 (H): 0.23, atom 31 (H): 0.23, atom 32 (H): 0.15, atom 33 (O): -0.89, atom 34 (S): 2.28, atom 35 (O): -0.86, atom 36 (N): -0.96, atom 37 (C): 0.18, atom 38 (S): 0.01, atom 39 (C): -0.20, atom 40 (C): -0.11, atom 41 (C): -0.18, atom 42 (C): -0.12, atom 43 (C): -0.19, atom 44 (C): -0.21, atom 45 (H): 0.25, atom 46 (H): 0.26, atom 47 (H): 0.26, atom 48 (H): 0.26

Energy above the lowest of the compared OMol25 structures with the same formula, charge and spin values (in kJ/mol) by entry order: 6.1; 1504.4; 48.9; 284.3.